Here is C16H16N2O8S2 in the gas phase from the OMol25 dataset. Energies are from wB97M-V/def2-TZVPD.

```
44
Properties=species:S:1:pos:R:3
O 1.3350 0.6172 2.5026
O -1.2124 -2.1838 -1.9584
O -2.0307 -0.8781 4.4645
O -2.8797 1.4330 4.4129
O 1.3951 -0.6411 -5.2102
O 3.0151 -2.1265 -4.3392
O -2.6432 2.8723 1.7027
O 3.1513 -1.8445 -0.9115
C 0.1759 0.8490 2.3798
C -0.1474 -1.9361 -2.4366
C -3.5855 3.5856 1.0486
C 4.3064 -1.8395 -0.1903
C -4.4231 2.7702 0.3338
C 4.7546 -0.5439 -0.2687
C -4.0043 1.4226 0.6516
C 3.9903 0.2112 -1.2003
C -2.9428 1.5260 1.5438
C 2.9926 -0.6723 -1.5707
N -0.6902 0.2342 1.5257
N 0.5772 -0.8267 -1.8515
C -0.1957 -0.8127 0.5978
C -0.0481 -0.0275 -0.7136
C -0.3564 1.1314 3.8765
C 0.4073 -2.6031 -3.6606
C -2.1475 0.3155 2.0473
C 1.8190 -0.4916 -2.4984
S -1.9544 0.4704 3.8142
S 1.7177 -1.4787 -4.0730
H -3.6575 4.6400 1.0787
H 4.6639 -2.7651 0.2835
H -5.2148 3.0582 -0.3737
H 5.5279 -0.0688 0.2238
H -4.5296 0.5359 0.3212
H 4.1379 1.2276 -1.5422
H -0.9429 -1.6147 0.5142
H 0.7564 -1.2639 0.9558
H -1.0187 0.2844 -1.0220
H 0.5968 0.8702 -0.5277
H 0.2400 0.5394 4.5029
H -0.4156 2.1485 4.2417
H -0.3247 -2.6727 -4.4958
H 0.7642 -3.5206 -3.2677
H -2.6724 -0.5457 1.8377
H 1.7128 0.6147 -2.7490
```

Summary:
E_LUMO ... 0.399 eV
Frontier orbital gap ... 9.61 eV
ΔE to the lowest compared entry with this formula, charge and spin ... 47.7 kcal/mol
SMILES ... O=C1CS(=O)(=O)[C@H](c2ccco2)N1CCN1C(=O)CS(=O)(=O)[C@H]1c1ccco1
Max |F| ... 0.11923 Eh/bohr